Molecular formula: C9H52CdNO18
Method: DFT, ωB97M-V/def2-TZVPD

Computed properties:
Energy relative to the best compared isomer or geometry (same formula, charge and spin) ... 20.20 kcal per mole
Lowest unoccupied orbital energy ... -4.33 eV
Orbital gap ... 0.1965 Eh
Charge ... +1
HOMO energy ... -9.68 eV

Element x y z (Å)
Cd1 -2.1003 3.2800 -1.4798
C1 -0.1092 -0.8972 -2.3996
C2 -0.6196 -0.7402 -0.9463
C3 -0.0447 -2.0123 -0.3238
C4 -0.1480 -1.9692 1.2152
C5 0.4205 -0.7316 1.8504
C6 0.0521 0.6328 1.2048
N1 -0.1480 0.5228 -0.2939
O1 -0.6065 1.7309 -0.9432
C7 1.1141 1.7159 1.5458
C8 -1.2505 1.0936 1.9029
C9 -2.2042 -0.8738 -0.8835
H1 0.9450 -1.1744 -2.3958
H2 -0.3135 0.0389 -2.9193
H3 -0.6161 -1.7697 -2.8119
H4 1.0409 -2.0580 -0.4102
H5 -0.4487 -2.9770 -0.6309
H6 0.2644 -2.8683 1.6731
H7 -1.1852 -2.0080 1.5480
H8 1.4952 -0.8783 1.9581
H9 0.1369 -0.7265 2.9028
H10 0.8724 2.7124 1.1761
H11 2.1318 1.5321 1.2015
H12 1.2937 1.8189 2.6160
H13 -1.3956 2.1210 1.5689
H14 -1.1531 1.2134 2.9819
H15 -2.1597 0.5445 1.6579
H16 -2.6775 -0.1207 -1.5135
H17 -2.6556 -0.8261 0.1075
H18 -2.5882 -1.7994 -1.3123
O2 -1.7432 -5.6098 -0.3588
H19 -1.6536 -4.6995 -0.0767
H20 -1.8082 -6.1082 0.4558
O3 4.6915 0.7595 1.3320
H21 5.3816 0.1142 1.4853
H22 4.1581 0.3793 0.6341
O4 3.1095 -3.2757 0.5537
H23 2.4292 -3.7380 0.0641
H24 3.7112 -3.9641 0.8368
O5 2.2500 1.7506 -1.3960
H25 1.3976 2.0167 -1.0513
H26 2.3629 0.8512 -1.0885
O6 3.4105 -0.5581 -0.6176
H27 4.2481 -0.9389 -0.8812
H28 2.9045 -1.2990 -0.2838
O7 -3.5496 2.9991 0.0595
H29 -3.5493 3.7492 0.6541
H30 -4.0009 2.3084 0.5447
O8 -2.2824 1.6815 -5.3142
H31 -1.3472 1.5107 -5.2027
H32 -2.5939 0.9622 -5.8636
O9 -4.7363 1.0853 1.9017
H33 -4.1550 0.4016 1.5688
H34 -4.7029 0.9864 2.8532
O10 4.0927 3.2985 2.5760
H35 4.3570 2.6830 1.8923
H36 4.0033 2.7599 3.3622
O11 -3.2636 1.9353 -2.6891
H37 -3.1439 1.8576 -3.6356
H38 -3.8120 1.1866 -2.4543
O12 -2.4488 -0.1048 5.7983
H39 -1.6090 0.1538 5.4186
H40 -2.3109 -0.0525 6.7440
O13 0.9291 2.4156 -4.4534
H41 1.3193 1.8112 -3.8219
H42 0.9795 1.9538 -5.2903
O14 2.2015 -2.1902 4.6470
H43 1.9407 -2.4948 3.7778
H44 1.6982 -1.3871 4.7809
O15 3.5239 -1.4292 -3.6216
H45 3.0632 -1.1618 -2.8263
H46 4.2287 -0.7887 -3.7175
O16 1.8355 -2.1256 -5.5977
H47 1.1075 -2.5019 -5.1032
H48 2.4133 -1.7557 -4.9302
O17 -1.2360 4.7389 -0.2658
H49 -0.3549 5.0946 -0.1498
H50 -1.6373 4.8045 0.6007
O18 -3.2148 -1.5493 3.0803
H51 -3.2307 -0.8163 3.6957
H52 -2.7064 -2.2264 3.5268

***

Molecular formula: C4H3HgO2
Method: DFT, ωB97M-V/def2-TZVPD

Computed properties:
Energy relative to the best compared isomer or geometry (same formula, charge and spin) ... 13.81 kcal per mole
Spin multiplicity ... 3
Lowest unoccupied orbital energy (alpha / beta) ... -3.78 / -7.50 eV
Orbital gap (alpha / beta) ... 0.3159 / 0.1888 Eh
Charge ... +1
HOMO energy (alpha / beta) ... -12.37 / -12.64 eV

Element x y z (Å)
C1 1.2131 0.7397 -1.9073
C2 0.4627 0.3013 -1.0380
C3 -0.3271 -0.1907 -0.0464
C4 -0.2510 -0.3779 1.3057
H1 -1.9261 -0.3283 0.6184
H2 0.4839 -1.0733 1.7308
O1 2.0414 1.0594 -2.8376
H3 2.2792 1.9994 -2.8157
O2 -1.5167 -0.4676 1.7519
Hg1 -2.4594 -1.6620 3.2382

***

Molecular formula: C22H47ClNO7S2
Method: DFT, ωB97M-V/def2-TZVPD

Computed properties:
Lowest unoccupied orbital energy ... 2.63 eV
Orbital gap ... 0.3624 Eh
Charge ... -1
HOMO energy ... -7.23 eV

Element x y z (Å)
C1 2.4832 -2.1208 0.2949
C2 2.3996 -0.8027 -0.3932
O1 3.0864 -0.4379 -1.2955
O2 1.4488 0.0557 0.1876
C3 0.2046 0.0089 -0.4330
O3 0.1175 -0.0125 -1.6198
C4 -0.9751 0.0242 0.4857
S1 -1.3453 -1.6363 1.1001
O4 -0.7603 -2.5642 0.1628
O5 -0.8225 -1.6544 2.4429
N1 -2.9418 -1.7185 1.1702
S2 -3.7437 -1.8445 -0.1800
O6 -3.1321 -1.2107 -1.3150
O7 -5.1282 -1.5697 0.0620
Cl1 -3.7179 -3.8566 -0.6336
H1 2.7640 -1.9615 1.3370
H2 1.4941 -2.5824 0.2992
H3 3.1778 -2.7693 -0.2323
H4 -1.8276 0.3861 -0.0846
H5 -0.8284 0.6705 1.3493
C5 1.9573 4.2354 -0.8915
C6 1.3265 4.2868 0.4974
C7 -0.1113 3.7754 0.5269
C8 -1.1058 4.5744 -0.3157
C9 -1.2048 6.0556 0.0445
C10 -1.6867 6.3039 1.4714
H6 1.4234 4.8704 -1.6007
H7 2.9926 4.5789 -0.8605
H8 1.9545 3.2156 -1.2812
H9 1.3737 5.3079 0.8883
H10 1.9237 3.6724 1.1770
H11 -0.4583 3.7443 1.5643
H12 -0.1212 2.7380 0.1800
H13 -2.0942 4.1161 -0.2121
H14 -0.8448 4.4827 -1.3731
H15 -1.8990 6.5346 -0.6513
H16 -0.2383 6.5452 -0.1053
H17 -2.6695 5.8561 1.6318
H18 -1.7689 7.3731 1.6745
H19 -1.0005 5.8829 2.2075
C11 4.1448 -0.5545 6.5453
C12 2.6542 -0.2286 6.5818
C13 1.8433 -0.9610 5.5137
C14 2.2281 -0.6292 4.0720
C15 2.1360 0.8511 3.7059
C16 0.7273 1.4148 3.8140
H20 4.5982 -0.2570 5.5988
H21 4.6787 -0.0325 7.3416
H22 4.3113 -1.6259 6.6769
H23 2.5146 0.8518 6.4864
H24 2.2579 -0.5001 7.5644
H25 0.7822 -0.7473 5.6642
H26 1.9532 -2.0398 5.6620
H27 1.5760 -1.1987 3.4026
H28 3.2466 -0.9802 3.8745
H29 2.4774 0.9725 2.6744
H30 2.8167 1.4449 4.3249
H31 0.0451 0.8587 3.1703
H32 0.7145 2.4622 3.5040
H33 0.3418 1.3677 4.8340
C17 -1.5058 -4.2275 -7.7703
C18 -1.8633 -4.8689 -6.4324
C19 -2.8731 -4.0612 -5.6193
C20 -2.4015 -2.6649 -5.2100
C21 -1.1096 -2.6361 -4.3953
C22 -1.2262 -3.3645 -3.0606
H34 -1.0390 -3.2513 -7.6341
H35 -0.8038 -4.8510 -8.3277
H36 -2.3972 -4.0927 -8.3876
H37 -0.9532 -5.0271 -5.8484
H38 -2.2822 -5.8626 -6.6187
H39 -3.1417 -4.6293 -4.7250
H40 -3.7969 -3.9622 -6.2006
H41 -3.1943 -2.1900 -4.6251
H42 -2.2748 -2.0451 -6.1041
H43 -0.8481 -1.5931 -4.2015
H44 -0.2825 -3.0542 -4.9805
H45 -2.0168 -2.9271 -2.4581
H46 -0.2976 -3.2850 -2.4951
H47 -1.4421 -4.4283 -3.1942

***

Molecular formula: C5H11Cl2NO3P2S
Method: DFT, ωB97M-V/def2-TZVPD

Computed properties:
Energy relative to the best compared isomer or geometry (same formula, charge and spin) ... 37.17 kcal per mole
SMILES ... N=[PH2][C@H]1OC(=O)O[C@H]1[PH2]=S.ClCCCl
Lowest unoccupied orbital energy ... -0.12 eV
Orbital gap ... 0.3325 Eh
Charge ... 0
HOMO energy ... -9.17 eV

Element x y z (Å)
N1 2.3047 3.2330 -1.1278
P1 0.8462 3.1739 -0.4138
C1 -0.2518 1.8565 -1.2961
O1 0.4822 0.6002 -1.1845
C2 0.2560 0.2591 0.2179
O2 0.9351 -0.6174 0.7811
O3 -0.8520 1.0261 0.7701
C3 -1.5744 1.3690 -0.4748
P2 -2.9684 2.6455 -0.3965
S1 -4.4417 1.9421 0.6717
H1 2.2888 2.5310 -1.9001
H2 1.0386 2.8289 0.9845
H3 0.2436 4.4950 -0.4890
H4 -0.6705 2.1731 -2.3090
H5 -1.9666 0.3197 -0.7703
H6 -2.4551 3.9101 0.0868
H7 -3.3750 2.9066 -1.7674
Cl1 0.2453 -6.1733 1.0181
C4 0.5139 -4.4195 1.1777
C5 1.9470 -4.0290 0.8776
Cl2 3.0798 -4.6219 2.1188
H8 0.2195 -4.1215 2.1855
H9 -0.1579 -3.9312 0.4688
H10 2.0386 -2.9416 0.8604
H11 2.2742 -4.4145 -0.0897

***

Molecular formula: C16H20AuClI2NSSi
Method: DFT, ωB97M-V/def2-TZVPD

Computed properties:
Energy relative to the best compared isomer or geometry (same formula, charge and spin) ... 54.40 kcal per mole
Lowest unoccupied orbital energy (alpha / beta) ... -6.35 / -6.41 eV
Orbital gap (alpha / beta) ... 0.1143 / 0.1106 Eh
Charge ... +1
HOMO energy (alpha / beta) ... -9.46 / -9.42 eV

Element x y z (Å)
Au1 0.2117 0.8352 -3.1289
I1 -0.6649 3.4610 -3.8467
C1 -2.3670 2.5647 -4.8132
I2 -2.2693 0.4254 -4.8125
H1 -2.3847 2.9026 -5.8419
H2 -3.2585 2.8704 -4.2794
C2 2.6228 -1.7983 2.8051
Si1 3.2949 -1.2866 1.1234
C3 4.6780 -2.3984 0.4819
C4 3.8747 0.4975 1.2172
C5 1.8718 -1.6106 -0.1201
C6 1.2002 -2.8301 -0.0670
C7 0.1587 -3.1402 -0.9352
C8 -0.2013 -2.2048 -1.8807
N1 0.4456 -1.0448 -1.9649
C9 1.4457 -0.7399 -1.1250
S1 2.0814 0.8420 -1.4790
H3 3.4002 -1.6896 3.5640
H4 2.2823 -2.8346 2.8281
H5 1.7844 -1.1619 3.0945
H6 5.5561 -2.3297 1.1272
H7 4.9734 -2.0955 -0.5242
H8 4.3661 -3.4434 0.4438
H9 4.6458 0.5714 1.9875
H10 3.0662 1.1777 1.4911
H11 4.3123 0.8504 0.2825
H12 1.4971 -3.5589 0.6789
H13 -0.3628 -4.0840 -0.8746
H14 -1.0065 -2.3694 -2.5849
Cl1 -0.6787 2.8004 1.8993
C10 -2.2916 2.2051 1.7315
C11 -3.1760 2.3672 2.7747
C12 -4.4804 1.8991 2.6643
C13 -4.9001 1.2660 1.4927
C14 -4.0257 1.1001 0.4496
C15 -2.6787 1.5612 0.5187
C16 -1.8091 1.3868 -0.5477
H15 -2.8467 2.8659 3.6761
H16 -5.1671 2.0277 3.4894
H17 -5.9177 0.9087 1.4067
H18 -4.3413 0.6085 -0.4630
H19 -0.7875 1.7341 -0.4922
H20 -2.1539 0.8916 -1.4470

***

Molecular formula: C11H22O5
Method: DFT, ωB97M-V/def2-TZVPD

Computed properties:
Energy relative to the best compared isomer or geometry (same formula, charge and spin) ... 162.08 kcal per mole
SMILES ... CCOC(C)=O.CCOC(C)=O.CC(C)=O
Lowest unoccupied orbital energy ... 0.58 eV
Orbital gap ... 0.3862 Eh
Charge ... 0
HOMO energy ... -9.93 eV

Element x y z (Å)
C1 2.6634 -3.4308 1.8989
C2 1.5178 -2.5006 2.1197
O1 1.8161 -1.0924 1.9693
C3 1.0125 -0.1102 2.3631
C4 1.4802 1.2088 2.0682
O2 -0.0683 -0.3168 3.0327
H1 2.4477 -4.3339 1.9318
H2 3.6161 -3.2849 2.4900
H3 3.1903 -3.0127 0.9423
H4 0.4944 -2.7260 1.7378
H5 1.2070 -2.6988 3.0977
H6 0.9141 1.9756 2.8077
H7 1.7582 1.3715 1.0314
H8 2.5664 1.2976 2.6188
C5 -1.1923 5.3289 -0.0155
C6 -1.1839 4.7475 -1.3792
O3 -1.4694 3.3871 -1.1106
C7 -1.7185 2.4799 -2.1178
C8 -1.9255 1.0662 -1.4046
O4 -1.8194 2.7021 -3.2859
H9 -2.1134 5.3009 0.7727
H10 -1.0136 6.2267 0.2321
H11 -0.5892 4.8965 0.9080
H12 -1.9377 4.8698 -2.0671
H13 -0.1313 4.6709 -1.5690
H14 -2.8790 1.2045 -0.7942
H15 -1.2825 0.6627 -0.5723
H16 -2.0419 0.1571 -2.1221
C9 -1.2203 -3.9868 -1.6796
C10 -0.5634 -2.7422 -1.1365
C11 0.7446 -2.1678 -1.7551
O5 -1.2515 -2.0661 -0.2111
H17 -2.1815 -4.0282 -1.2227
H18 -0.8049 -4.8187 -1.5136
H19 -1.2837 -3.9307 -2.7372
H20 0.7616 -1.7416 -2.6169
H21 1.5025 -3.0015 -1.6473
H22 0.9784 -1.5635 -1.0640